# 1
19
Properties=species:S:1:pos:R:3:forces:R:3 method="wB97M-V/def2-TZVPD" molar_mass_g_mol=104.15 s_squared=0.76 charge=+1 homo_lumo_gap_ev="11.22 / 6.09" energy_ha=-344.01996 largest_force_ev_per_a=2.106 multiplicity=2 lumo_ha="-0.0978 / -0.2765" e_above_lowest_kcal_mol=26.7
C -0.37977 0.86391 1.65182 0.7 -0.9 0.9
H -0.93266 1.71828 2.02664 0.0 0.2 -0.2
H -2.36753 0.30871 0.98394 0.1 0.3 -0.6
H 1.61151 -0.47210 -3.08745 0.4 0.0 0.0
H -1.56271 -0.95506 1.76800 0.4 -0.1 -0.1
C -0.46954 0.00083 -1.29957 -0.8 -0.8 0.8
H -0.71314 -0.54511 -2.19718 -0.1 0.1 -0.5
N -1.04225 -0.75983 -0.20928 2.1 0.0 -0.2
H 1.31418 1.09843 -1.20114 0.2 0.2 0.0
H -0.16615 0.30313 3.52525 0.1 0.0 -0.1
H -0.58015 -1.66851 -0.13019 -0.6 -0.2 -0.1
C -1.38289 -0.16951 1.03470 -1.4 0.1 0.7
H -0.92736 0.96650 -1.24018 -0.1 0.6 -0.4
H 1.31644 -0.30330 -0.14834 0.6 -0.2 0.1
H 2.68796 -0.99684 -1.85282 0.0 -0.1 -0.6
O 0.32641 0.21823 2.69846 -0.3 0.2 -0.1
H 0.41476 1.14547 0.97211 -0.4 0.4 -0.3
C 1.11201 0.02604 -1.15932 -0.9 0.4 -0.1
N 1.74087 -0.77927 -2.13547 -0.1 -0.2 0.8

# 2
20
Properties=species:S:1:pos:R:3:forces:R:3 method="wB97M-V/def2-TZVPD" molar_mass_g_mol=120.15 homo_lumo_gap_ev=9.39 energy_ha=-419.46730 largest_force_ev_per_a=0.805 multiplicity=1 lumo_ha=0.0270 e_above_lowest_kcal_mol=113.7
H -1.06182 -0.71024 -1.23037 -0.1 0.1 0.2
H 2.29519 -1.29265 1.27553 0.0 0.0 0.0
C -0.92976 0.56328 0.27891 0.5 -0.3 -0.3
O 0.67284 -0.88570 -1.60087 0.3 0.1 0.5
C -1.20452 0.79916 1.73899 0.0 0.0 -0.1
C 1.31728 -0.56377 -0.52967 -0.2 -0.2 -0.8
H 0.43262 0.01597 0.27962 -0.3 0.2 0.3
N -0.79042 1.65785 -1.82196 0.0 -0.3 0.4
H 2.72064 -2.15332 -0.21695 -0.1 0.1 0.0
H 0.01165 1.07754 -2.10300 -0.1 0.1 0.1
H -2.22165 1.17785 1.85762 0.0 0.0 0.0
N -1.60225 -0.42208 -0.38089 0.2 0.0 -0.2
H -1.74746 -1.23746 0.20077 -0.1 0.1 0.1
O -0.71531 1.73515 -0.36689 0.0 0.0 -0.3
H 1.14561 -2.43624 0.52827 0.0 0.0 0.0
H -0.50969 1.53702 2.13328 0.0 0.0 0.0
C 1.90385 -1.67602 0.32980 -0.2 0.1 0.1
H -0.60295 2.62391 -2.07496 0.1 -0.1 0.1
H -1.10041 -0.12839 2.29985 0.0 0.0 0.0
H 1.98655 0.31814 -0.59708 -0.1 0.0 0.1

# 3
20
Properties=species:S:1:pos:R:3:forces:R:3 method="wB97M-V/def2-TZVPD" molar_mass_g_mol=120.15 homo_lumo_gap_ev=7.68 energy_ha=-419.40735 largest_force_ev_per_a=2.984 multiplicity=1 lumo_ha=0.0288 e_above_lowest_kcal_mol=151.3
H 2.43854 2.42807 1.40783 -0.1 -0.1 -0.1
H 1.27780 -2.22030 0.51543 0.0 0.1 0.0
H -0.81714 1.16139 -0.63261 0.2 0.1 0.0
N 1.13119 -1.25383 0.76170 0.0 0.1 0.0
O 1.60076 1.96113 1.26497 -0.1 -0.1 -0.1
H -2.90908 -1.85845 -1.43514 0.1 0.1 0.1
H -0.51343 0.89867 1.18768 0.1 0.1 -0.1
O 2.85020 0.81218 -0.29660 0.1 0.2 0.1
C 0.45479 -0.49352 -0.15315 1.3 1.9 0.2
H 0.58772 -0.77574 -1.18856 0.0 0.1 0.1
H -2.28318 -0.27864 -1.87220 0.0 0.0 0.0
H 1.44649 2.15372 -0.81350 -0.1 0.0 0.1
N -1.76818 -0.84177 0.06897 0.5 0.3 0.0
H 2.88828 0.00150 0.23950 0.0 0.0 0.0
H -3.66952 -0.39008 -0.79414 0.0 0.0 -0.1
H -2.11044 -1.31402 0.90257 -0.2 0.3 -0.1
C -0.41926 0.55869 0.16786 -1.9 -2.3 0.0
C 1.62152 1.41231 -0.02945 0.4 -0.8 -0.3
H 0.89143 -1.10736 1.73232 -0.1 -0.1 -0.1
C -2.69852 -0.85393 -1.03349 -0.3 0.2 0.2

# 4
20
Properties=species:S:1:pos:R:3:forces:R:3 method="wB97M-V/def2-TZVPD" molar_mass_g_mol=120.15 homo_lumo_gap_ev="6.75 / 6.75" energy_ha=-419.40308 largest_force_ev_per_a=0.375 multiplicity=1 lumo_ha="-0.0336 / -0.0335" e_above_lowest_kcal_mol=154.0
H -1.98367 1.51065 0.56160 0.1 0.0 0.0
C 0.04222 0.53829 2.06964 -0.1 -0.1 0.0
O -0.95988 -1.40620 0.14676 0.2 0.2 -0.1
H -0.92800 -1.57173 -1.83962 0.0 -0.1 0.1
H 1.08366 -0.29015 -2.24013 0.0 0.0 0.1
C 0.07613 1.03561 0.68218 -0.1 -0.2 0.0
H 0.81206 -0.22575 2.22234 0.0 0.0 -0.1
H -0.93153 2.38887 -0.61020 0.0 -0.1 0.0
C 1.53632 -0.76212 -0.27175 0.1 0.2 0.1
N -1.57210 -1.27875 -1.10205 0.0 0.2 -0.1
H 0.27697 -0.96724 -0.02295 -0.4 0.0 0.0
H 0.30911 1.36986 2.73992 0.0 0.0 -0.1
H 2.76377 -0.58775 -1.92783 -0.1 0.0 0.1
H -2.35281 -1.93187 -1.13694 0.1 0.0 0.0
H 1.02995 1.43186 0.35419 0.0 0.0 0.0
H -1.38792 0.68157 -0.84224 0.1 -0.1 0.1
N 1.81428 -0.51256 -1.58703 0.1 0.0 0.0
C -1.10102 1.44889 -0.07868 0.0 0.0 0.1
O 2.40510 -1.01172 0.54422 -0.1 0.1 -0.2
H -0.93264 0.14027 2.33855 0.0 0.0 0.0

# 5
20
Properties=species:S:1:pos:R:3:forces:R:3 method="wB97M-V/def2-TZVPD" molar_mass_g_mol=120.15 homo_lumo_gap_ev=9.34 energy_ha=-419.51488 largest_force_ev_per_a=3.577 multiplicity=1 lumo_ha=0.0261 e_above_lowest_kcal_mol=83.8
H 0.39281 2.46407 -1.94121 0.4 -0.3 -0.2
H -0.39319 -1.38329 2.68315 0.6 0.7 0.1
H 0.92901 -0.11583 2.89422 -1.1 -0.5 0.0
H -1.20833 1.55659 -0.33026 1.7 -0.9 -1.2
O 1.20427 0.66899 -2.48294 0.2 0.2 -0.2
H -1.59669 0.77679 3.81344 -1.3 1.0 -0.4
C 0.36040 0.04332 0.22529 -3.4 -0.9 0.7
H 1.33741 0.47385 0.45593 0.1 -0.5 -0.9
N -0.44688 0.29037 1.42639 -0.8 1.7 1.6
C -0.18574 -0.27358 2.75943 2.2 -2.4 -1.4
H 0.21536 -1.06015 0.00875 1.5 1.0 -0.1
O 0.93227 -2.48224 -5.08905 0.3 -1.1 -0.5
H 1.88244 -2.42019 -5.28265 -0.7 0.5 0.4
H 0.56695 -1.67076 -4.75073 0.5 0.6 0.1
H -0.25243 0.54963 4.61764 0.3 0.2 0.2
C -0.53535 0.78839 -0.90482 -1.6 -0.4 2.0
H -1.35169 0.11475 -1.37799 1.8 0.6 0.6
H -1.40775 0.20014 1.17600 -0.7 -0.2 0.1
C 0.43443 1.34959 -1.85853 -0.5 0.8 -0.7
N -0.87730 0.12955 3.95796 0.5 -0.1 0.0

# 6
20
Properties=species:S:1:pos:R:3:forces:R:3 method="wB97M-V/def2-TZVPD" molar_mass_g_mol=120.15 homo_lumo_gap_ev=9.67 energy_ha=-419.55260 largest_force_ev_per_a=2.736 multiplicity=1 lumo_ha=0.0255 e_above_lowest_kcal_mol=60.2
N -1.40344 0.35111 -0.12139 -0.1 -0.5 0.4
O -0.16471 3.33825 0.42491 -0.3 0.1 0.1
H 1.88218 1.42457 -0.07353 0.1 0.1 0.0
O -1.94493 -2.35637 0.02694 -0.8 0.5 0.6
H 2.42090 -0.63397 0.78449 0.1 0.1 1.0
H -1.46945 2.91118 -1.06418 -0.2 0.1 0.3
C 1.34443 -0.57129 0.66098 0.5 0.8 -1.0
H 1.82335 -2.18605 -0.56322 0.1 0.1 -0.4
C -0.67585 2.58916 -0.36151 0.5 -0.1 -1.5
H -1.63536 0.52733 0.85447 0.0 0.6 -0.1
H -1.79033 -2.93789 -0.70142 0.3 -0.6 -0.6
N 1.11876 -1.48216 -0.46798 -0.8 -0.1 1.1
H 0.79794 -0.80151 1.57807 0.1 -0.7 -0.1
C 1.03383 0.91150 0.37425 -1.3 -0.2 -0.7
H 0.76182 -1.07613 -1.30418 0.2 0.0 -0.4
H -1.20191 -0.65625 -0.06511 -0.1 0.5 -0.8
H 0.75114 1.42300 1.28933 0.5 -0.1 0.3
H -1.46985 -2.69564 0.78289 0.3 -0.4 0.1
C -0.24756 1.13790 -0.53644 1.4 -1.0 2.1
H 0.06907 0.78329 -1.51736 -0.6 0.8 -0.5

# 7
20
Properties=species:S:1:pos:R:3:forces:R:3 method="wB97M-V/def2-TZVPD" molar_mass_g_mol=120.15 homo_lumo_gap_ev=10.10 energy_ha=-419.53492 largest_force_ev_per_a=5.793 multiplicity=1 lumo_ha=0.0271 e_above_lowest_kcal_mol=71.3
H -2.86562 5.99144 2.68966 -0.5 0.1 -0.9
C -1.95512 -1.85862 -0.55998 2.1 -1.1 2.1
O 0.28425 0.96371 -1.19156 0.7 -3.0 1.9
C 0.09487 -0.22769 -0.78122 2.0 1.8 -1.9
H -1.66880 -2.84049 -1.01230 -0.8 1.0 -0.2
O -2.23007 6.71426 2.69718 -0.8 -0.4 -0.5
C 2.40561 -1.08071 -1.20940 -1.3 1.0 -3.2
H 1.16159 -0.44648 1.59336 -0.6 0.8 0.2
H 3.33769 -1.33049 -0.83321 1.6 -0.9 1.4
N 1.55859 -1.20683 1.09536 0.9 -0.6 -1.0
H 2.25657 -1.76531 -2.08020 0.4 0.8 0.2
C 1.19496 -1.30859 -0.35499 -0.8 0.0 1.9
H -1.94702 -2.13646 0.56731 1.2 1.0 -1.4
H 2.56524 -1.05735 1.08977 -0.3 0.0 0.5
N -1.07826 -0.72863 -1.09176 -2.2 -4.7 2.7
H 2.54167 -0.00850 -1.57832 -0.6 -1.4 0.5
H -1.86812 6.46867 3.52717 1.3 0.3 1.4
H 0.83654 -2.41922 -0.46754 0.1 2.3 -0.2
H -2.99166 -1.57969 -0.52510 -0.5 0.2 -1.4
H -1.63290 -0.14302 -1.57425 -2.0 2.8 -1.9

# 8
20
Properties=species:S:1:pos:R:3:forces:R:3 method="wB97M-V/def2-TZVPD" molar_mass_g_mol=120.15 homo_lumo_gap_ev="8.29 / 8.29" energy_ha=-419.42665 largest_force_ev_per_a=1.441 multiplicity=1 lumo_ha="-0.0046 / -0.0047" e_above_lowest_kcal_mol=139.2
N 0.00350 0.02063 1.51786 0.2 -0.8 -1.0
H 0.12272 -0.49195 2.38666 -0.1 0.1 0.0
O -1.81170 -0.47824 -0.09977 0.1 0.4 0.7
H 2.10631 0.70529 2.40244 -0.1 0.1 0.0
C -0.56422 -0.67681 -2.38191 -0.1 0.2 0.1
N -0.37839 -1.55083 -1.24369 1.1 0.0 0.5
C 0.00169 2.33382 0.82895 -0.1 -0.2 0.3
H -0.12819 -1.19781 -3.24179 0.0 0.0 0.1
O 1.60402 1.52719 2.35186 -0.1 -0.1 0.0
C 0.79925 -1.45117 -0.60889 -0.5 -0.5 -1.2
H 0.47295 3.30381 0.84397 0.1 0.0 0.0
H -2.32993 -1.28269 0.01822 0.1 0.1 0.1
H 1.14017 -2.37983 -0.14980 -0.1 0.1 0.2
H -1.62507 -0.52080 -2.55703 0.1 0.0 0.0
C 0.49685 1.33798 1.55956 0.3 0.2 -0.3
H -0.90989 2.19171 0.27010 0.0 -0.1 0.0
H 1.58150 -0.82121 -1.05026 -0.1 0.1 0.1
H -1.03524 -0.15588 0.91433 -0.4 -0.4 -0.6
H 0.52465 -0.70983 0.51531 -0.4 0.8 1.1
H -0.07098 0.29662 -2.27611 0.0 -0.1 0.0